No. 1
Here is the ion C4H10NO with charge -1 in a non-equilibrium geometry from OMol25. Energies are from the ωB97M-V functional and the def2-TZVPD basis.

The geometry in ORCA input format:
```
! RIJCOSX wB97M-V def2-TZVPD def2/J DEFGRID3
* xyz -1 1
C 0.647 -0.669 -1.845
N 0.947 -0.864 -0.401
C -0.301 -1.228 0.347
C -0.738 -0.156 1.363
C -0.829 1.226 0.704
O 0.348 1.734 0.277
H 0.134 0.278 -2.002
H -0.108 -1.420 -2.082
H 1.582 -0.647 -2.374
H 0.991 0.109 -0.064
H -0.239 -2.241 0.752
H -1.135 -1.200 -0.368
H -1.667 -0.473 1.834
H 0.096 -0.152 2.092
H -1.385 1.100 -0.245
H -1.362 1.829 1.469
*
```

Summary:
E_HOMO (eV): -2.55
SMILES string: CNCCC[O-]
LUMO energy (eV): 4.51

=====

No. 2
Here is a cluster of 2 separate species, C4H10NO in total in a non-equilibrium geometry from OMol25. Energies are from the ωB97M-V functional and the def2-TZVPD basis.

The geometry in ORCA input format:
```
! RIJCOSX wB97M-V def2-TZVPD def2/J DEFGRID3
* xyz -1 1
C 1.715 0.817 0.808
O 2.231 1.423 -0.204
C 0.927 -0.582 0.496
C 0.000 -0.413 -0.625
C -1.247 0.469 -0.396
N -2.241 -0.053 0.428
H 2.363 0.498 1.686
H 0.923 1.356 1.402
H -1.197 -1.563 -1.514
H 1.703 -1.337 0.353
H 0.452 -0.148 -1.581
H -0.639 -1.475 -0.868
H -1.635 0.853 -1.358
H -0.707 1.281 0.137
H -3.032 -0.298 -0.171
H 0.385 -0.827 1.409
*
```

Summary:
E_HOMO (eV): -3.08
LUMO energy (eV): 2.89

=====

No. 3
Here is an isolated molecule of C4H10NO in a non-equilibrium geometry from OMol25. Energies are from the ωB97M-V functional and the def2-TZVPD basis.

The geometry in ORCA input format:
```
! RIJCOSX wB97M-V def2-TZVPD def2/J DEFGRID3
* xyz 0 2
C -2.059 -0.545 0.195
C -1.061 -0.485 -0.960
N 0.082 0.390 -0.708
C 1.053 -0.201 0.197
C 2.137 0.868 0.548
O 1.586 2.021 0.945
H -3.036 -0.160 -0.096
H -2.278 -1.576 0.461
H -1.744 -0.058 1.120
H -1.485 -0.051 -1.868
H -0.612 -1.446 -1.152
H -0.163 1.301 -0.349
H 0.569 -0.470 1.152
H 1.558 -1.072 -0.228
H 2.546 1.045 -0.458
H 2.908 0.440 1.199
*
```

Summary:
<S²>: 0.754
E_HOMO (alpha / beta) (eV): -8.78 / -8.78
LUMO energy (alpha / beta) (eV): 1.15 / -1.51

=====

No. 4
Here is the ion C4H10NO with charge +1 in a non-equilibrium geometry from OMol25. Energies are from the ωB97M-V functional and the def2-TZVPD basis.

The geometry in ORCA input format:
```
! RIJCOSX wB97M-V def2-TZVPD def2/J DEFGRID3
* xyz 1 1
C 0.299 -1.493 0.309
C 0.125 -0.126 -0.089
C 1.402 0.616 -0.498
N -0.825 0.837 0.947
C -1.169 0.407 -0.451
O -2.303 -0.328 -0.540
H -0.601 -2.090 0.353
H 0.923 -1.766 1.190
H 0.990 -1.728 -0.550
H 1.308 1.552 0.166
H 1.318 1.002 -1.588
H 2.409 0.175 -0.374
H -0.515 1.774 1.130
H -1.359 0.300 1.548
H -1.046 1.405 -1.104
H -2.136 -1.067 -1.099
*
```

Summary:
E_HOMO (eV): -15.84
SMILES string: CC1(C)[NH2+][C@@H]1O
LUMO energy (eV): -3.09

=====

No. 5
Here is the ion C4H10NO with charge +1 in a non-equilibrium geometry from OMol25. Energies are from the ωB97M-V functional and the def2-TZVPD basis.

The geometry in ORCA input format:
```
! RIJCOSX wB97M-V def2-TZVPD def2/J DEFGRID3
* xyz 1 1
C -1.270 0.580 -1.409
C -1.375 0.500 0.083
N -0.186 -0.286 0.772
C 1.072 -0.341 0.006
C 2.217 -0.802 0.927
O 2.448 -0.174 1.916
H -2.119 1.242 -1.670
H -1.420 -0.359 -1.903
H -0.458 1.212 -1.793
H -1.386 1.402 0.682
H -2.260 -0.050 0.413
H 0.029 0.284 1.598
H -0.421 -1.223 1.096
H 1.328 0.643 -0.424
H 1.019 -0.925 -0.923
H 2.782 -1.703 0.629
*
```

Summary:
E_HOMO (eV): -14.85
SMILES string: CC[NH2+]CC=O
LUMO energy (eV): -3.90

=====

No. 6
Here is a cluster of 2 separate species, C4H10NO in total in a non-equilibrium geometry from OMol25. Energies are from the ωB97M-V functional and the def2-TZVPD basis.

The geometry in ORCA input format:
```
! RIJCOSX wB97M-V def2-TZVPD def2/J DEFGRID3
* xyz 1 1
C 1.501 0.760 1.227
C 1.062 0.014 -0.004
C 1.693 0.155 -1.171
C -0.686 -1.183 1.067
N -0.215 -0.623 0.021
H 1.725 -0.010 1.982
H 2.398 1.311 0.992
H 0.749 1.362 1.740
H 1.351 -0.250 -2.115
H 2.684 0.583 -1.129
H -1.653 -1.673 1.053
H -0.384 -0.868 2.061
H -0.829 -0.520 -0.791
H -2.970 0.368 -1.836
H -3.109 1.217 -0.655
O -2.523 0.557 -1.025
*
```

Summary:
E_HOMO (eV): -14.36
LUMO energy (eV): -5.21

=====

No. 7
Here is a cluster of 2 separate species, C4H10NO in total in a non-equilibrium geometry from OMol25. Energies are from the ωB97M-V functional and the def2-TZVPD basis.

The geometry in ORCA input format:
```
! RIJCOSX wB97M-V def2-TZVPD def2/J DEFGRID3
* xyz 1 1
C -1.601 1.286 1.606
C 0.879 -4.931 -1.581
C 0.250 2.385 0.423
C -1.475 3.730 1.670
N -0.928 2.456 1.258
O -2.176 0.276 1.914
H -0.072 -5.053 -1.078
H 1.166 -5.878 -2.022
H 1.638 -4.634 -0.867
H 0.789 -4.177 -2.353
H 0.494 1.357 0.161
H 0.077 2.958 -0.490
H 1.100 2.823 0.952
H -2.175 3.615 2.494
H -0.658 4.380 1.985
H -1.991 4.207 0.830
*
```

Summary:
E_HOMO (eV): -15.16
LUMO energy (eV): -5.74

=====

No. 8
Here is a cluster of 2 separate species, C4H10NO in total in a non-equilibrium geometry from OMol25. Energies are from the ωB97M-V functional and the def2-TZVPD basis.

The geometry in ORCA input format:
```
! RIJCOSX wB97M-V def2-TZVPD def2/J DEFGRID3
* xyz 1 1
O 1.013 -0.159 0.018
C 0.365 0.051 -1.020
C -1.092 0.319 -1.128
C -1.654 -0.009 -2.528
H 0.905 -0.130 -1.961
H -1.247 1.437 -0.995
H -1.675 -0.137 -0.266
H -1.321 0.720 -3.303
H -2.747 0.067 -2.433
H -1.410 -1.048 -2.903
C 1.144 -0.514 3.196
N 1.792 0.207 2.329
H 0.268 -0.984 2.914
H 1.523 -0.587 4.186
H 2.626 0.730 2.669
H 1.510 0.035 1.223
*
```

Summary:
E_HOMO (eV): -14.95
LUMO energy (eV): -4.58

=====

No. 9
Here is the ion C4H10NO2 with charge -1 in a non-equilibrium geometry from OMol25. Energies are from the ωB97M-V functional and the def2-TZVPD basis.

The geometry in ORCA input format:
```
! RIJCOSX wB97M-V def2-TZVPD def2/J DEFGRID3
* xyz -1 1
O -2.071 0.620 -0.427
C -1.866 0.607 0.873
C -0.306 0.794 1.096
C 0.304 -0.590 0.864
N 1.227 -0.653 -0.241
C 0.621 -0.320 -1.519
O 1.653 -0.455 -2.542
H -2.123 -0.410 1.422
H -2.402 1.494 1.219
H 0.159 1.117 2.066
H -0.069 1.552 0.364
H 0.708 -0.886 1.868
H -0.385 -1.429 0.622
H 2.129 -0.258 -0.094
H 0.108 0.666 -1.443
H -0.155 -0.989 -1.878
H 2.468 -0.863 -2.252
*
```

Summary:
E_HOMO (eV): -2.38
SMILES string: [O-]CCCNCO
LUMO energy (eV): 3.74

=====

No. 10
Here is the ion C4H10NO2 with charge -1 in a non-equilibrium geometry from OMol25. Energies are from the ωB97M-V functional and the def2-TZVPD basis.

The geometry in ORCA input format:
```
! RIJCOSX wB97M-V def2-TZVPD def2/J DEFGRID3
* xyz -1 1
N 0.956 0.201 1.160
C 0.541 0.057 -0.266
C 1.018 -1.331 -0.741
O 2.428 -1.434 -0.611
C -0.978 0.139 -0.499
C -1.758 1.095 0.435
O -1.487 0.979 1.739
H 1.615 0.976 1.159
H 0.093 0.642 1.643
H 0.987 0.872 -0.856
H 0.391 -2.011 -0.153
H 0.767 -1.455 -1.795
H 2.572 -1.489 0.341
H -1.447 -0.822 -0.267
H -1.251 0.331 -1.543
H -2.861 1.067 0.179
H -1.585 2.183 0.075
*
```

Summary:
E_HOMO (eV): -2.76
SMILES string: N[C@@H](CO)CC[O-]
LUMO energy (eV): 3.91

=====

No. 11
Here is a cluster of 2 separate species, C4H10NO2 in total in a non-equilibrium geometry from OMol25. Energies are from the ωB97M-V functional and the def2-TZVPD basis.

The geometry in ORCA input format:
```
! RIJCOSX wB97M-V def2-TZVPD def2/J DEFGRID3
* xyz 0 2
O 2.643 -0.240 0.448
C 1.525 0.512 0.297
C 0.554 -0.143 -0.666
N -0.865 0.217 -0.355
C -1.798 -0.843 -0.736
C -3.147 -0.638 -0.041
O 1.408 1.582 0.820
H 3.235 0.310 0.983
H 0.825 -1.205 -0.676
H 0.866 0.223 -1.652
H 0.364 -0.841 1.793
H -0.656 -0.044 0.603
H -1.798 -0.859 -1.829
H -1.476 -1.868 -0.496
H -3.546 0.304 -0.408
H -3.763 -1.489 -0.321
H -2.938 -0.609 1.023
*
```

Summary:
<S²>: 0.751
E_HOMO (alpha / beta) (eV): -9.95 / -9.95
LUMO energy (alpha / beta) (eV): 0.89 / -1.46

=====

No. 12
Here is the ion C4H10NO2 with charge +1 in a non-equilibrium geometry from OMol25. Energies are from the ωB97M-V functional and the def2-TZVPD basis.

The geometry in ORCA input format:
```
! RIJCOSX wB97M-V def2-TZVPD def2/J DEFGRID3
* xyz 1 1
C -1.760 -1.603 0.796
C -0.361 -1.090 0.596
N -0.163 -0.020 -0.066
O 1.257 0.597 -0.158
C 2.343 0.035 0.485
O -1.041 0.699 -0.738
C -0.614 1.882 -1.562
H -2.019 -2.399 0.238
H -2.429 -0.629 0.744
H -1.815 -2.060 1.811
H 0.400 -1.583 1.083
H 2.947 -0.775 -0.024
H 2.005 -0.285 1.424
H 3.108 0.897 0.607
H -0.608 1.586 -2.662
H 0.290 2.199 -1.123
H -1.541 2.547 -1.451
*
```

Summary:
E_HOMO (eV): -15.10
SMILES string: CC=[N+](OC)OC
LUMO energy (eV): -4.04

=====

No. 13
Here is the ion C4H10NO2 with charge +1 in a non-equilibrium geometry from OMol25. Energies are from the ωB97M-V functional and the def2-TZVPD basis.

The geometry in ORCA input format:
```
! RIJCOSX wB97M-V def2-TZVPD def2/J DEFGRID3
* xyz 1 1
C -1.031 -0.188 -1.298
C 0.243 -0.408 -0.464
N 0.638 -1.829 -0.411
C -0.117 0.096 1.068
C -0.030 1.659 1.167
O -0.986 2.421 0.971
O 1.310 2.135 1.239
H -0.747 -0.645 -2.222
H -1.248 0.880 -1.264
H -1.995 -0.509 -0.912
H 1.101 0.115 -0.958
H 1.597 -1.919 -0.103
H 0.517 -2.228 -1.343
H -0.131 -2.246 0.107
H 0.734 -0.327 1.679
H -1.249 -0.077 1.070
H 1.394 3.069 1.673
*
```

Summary:
E_HOMO (eV): -14.37
SMILES string: C[C@H]([NH3+])CC(=O)O
LUMO energy (eV): -3.88

=====

No. 14
Here is a cluster of 2 separate species, C4H10NO2 in total in a non-equilibrium geometry from OMol25. Energies are from the ωB97M-V functional and the def2-TZVPD basis.

The geometry in ORCA input format:
```
! RIJCOSX wB97M-V def2-TZVPD def2/J DEFGRID3
* xyz 1 1
C -0.994 -0.795 0.762
C -2.501 -0.824 0.756
C 2.666 -0.682 0.006
C -0.180 1.867 -1.058
N -0.359 0.252 0.382
O 2.198 0.478 0.327
O -0.855 1.399 0.106
H -0.434 -1.693 1.047
H -2.901 -0.993 1.735
H -2.867 -1.660 0.102
H -2.713 0.190 0.499
H 3.725 -0.830 0.327
H 2.764 -0.995 -1.095
H 2.046 -1.519 0.469
H 0.667 2.438 -0.709
H -0.707 2.655 -1.672
H 0.205 1.163 -1.783
*
```

Summary:
E_HOMO (alpha / beta) (eV): -13.95 / -14.04
LUMO energy (alpha / beta) (eV): -8.46 / -8.37

=====

No. 15
Here is a cluster of 2 separate species, C4H10NO2S in total in a non-equilibrium geometry from OMol25. Energies are from the ωB97M-V functional and the def2-TZVPD basis.

The geometry in ORCA input format:
```
! RIJCOSX wB97M-V def2-TZVPD def2/J DEFGRID3
* xyz 1 1
C 0.275 -0.092 0.919
C -0.725 2.063 0.182
C 0.047 -1.609 1.098
C -0.752 0.619 0.231
N -1.724 0.039 -0.347
O 2.109 1.625 0.238
O 2.440 -0.788 -1.295
S 1.883 0.361 0.853
H -0.158 2.567 0.992
H -0.117 2.480 -0.690
H -1.778 2.583 0.196
H -0.991 -1.802 1.498
H -0.079 -2.043 0.127
H 0.879 -2.129 1.567
H -2.497 0.429 -0.851
H -1.690 -0.988 -0.254
H 2.137 -1.139 -2.153
H 3.350 -0.622 -1.517
*
```

Summary:
E_HOMO (eV): -13.79
LUMO energy (eV): -5.38

=====

Calculated total energy
In order: -288.357641, -288.169884, -288.299124, -288.080609, -288.115691, -288.104747, -288.069162, -288.105288, -363.571536, -363.624362, -363.518257, -363.180928, -363.357008, -363.090193, -761.525475
Unit: Eh
Relative energy (zero: lowest compared OMol25 entry of this formula, charge and spin)
In order: 89.3, 582.2, 73.2, 216.6, 124.4, 153.2, 246.6, 151.8, 401.4, 262.7, 183.9, 668.8, 206.5, 907.0, 178.5
Unit: kJ/mol